1.
Computed, not measured: the molecule C20H23NO7 at a distorted geometry, with ωB97M-V/def2-TZVPD.

- Highest occupied orbital energy: -7.26 eV
- SMILES string: COc1ccc(OCC(=O)N[C@H](CC(=O)O)c2ccc(OC)c(OC)c2)cc1
- E: -1356.7507 a.u.
- E_LUMO: 0.5234 eV
- Multiplicity: 1
- Gap between HOMO and LUMO: 0.2859 hartree
- Net charge: 0

Geometry as XYZ:
```
51
Properties=species:S:1:pos:R:3:mulliken_charge:R:1
C -5.45 -2.00 0.10 -1.14
O -4.32 -2.31 -0.81 -0.43
C -3.13 -2.56 -0.33 0.69
C -2.99 -2.35 1.24 -0.14
C -1.74 -2.50 1.86 -1.32
C -0.59 -2.59 0.73 0.09
O 0.68 -2.89 1.35 -0.45
C 1.80 -2.88 0.69 -0.89
C 2.07 -1.83 -0.14 0.79
O 2.73 -2.11 -1.29 -0.75
N 1.76 -0.65 0.32 0.10
C 2.19 0.70 -0.25 0.69
C 3.49 1.18 0.27 -1.41
C 4.63 -0.18 0.09 0.46
O 4.62 -0.91 0.96 -0.43
O 5.01 -0.08 -1.24 -0.45
C 1.09 1.68 -0.25 -0.20
C 1.22 2.98 0.65 -0.70
C 0.28 3.89 0.72 -0.78
C -1.04 3.54 0.36 0.74
O -2.04 4.33 0.32 -0.26
C -1.94 5.41 0.91 -0.79
C -1.20 2.43 -0.73 0.09
O -2.42 2.22 -0.97 -0.32
C -2.80 0.86 -1.58 -0.26
C -0.06 1.41 -0.66 0.35
C -0.84 -2.69 -0.61 0.02
C -2.03 -2.66 -1.03 -0.57
H -6.19 -1.96 -0.68 0.29
H -5.52 -2.70 0.72 0.59
H -5.37 -0.99 0.48 0.34
H -3.88 -2.01 1.93 0.18
H -1.44 -2.20 2.65 0.71
H 2.60 -3.13 1.21 0.61
H 1.79 -4.02 0.09 0.21
H 1.53 -0.46 1.12 0.06
H 2.41 0.33 -1.40 0.39
H 3.85 2.00 -0.42 0.35
H 3.70 1.17 1.24 0.62
H 5.56 -0.98 -1.43 0.40
H 2.28 3.20 0.90 0.28
H 0.47 4.73 1.44 0.23
H -2.93 5.94 0.91 0.23
H -1.57 5.62 2.02 0.27
H -1.17 6.18 0.24 0.27
H -2.08 0.82 -2.53 0.39
H -2.54 0.10 -1.15 -0.25
H -3.81 0.93 -2.08 0.32
H -0.27 0.26 -1.15 -0.14
H -0.08 -2.79 -1.31 0.57
H -2.31 -2.50 -2.06 0.35
```

2.
Computed, not measured: a structure of composition C20H24AsCl2N4O9OsP3S4, with ωB97M-V/def2-TZVPD.

- Highest occupied orbital energy (spin up / spin down): -1.88 / -2.68 eV
- E: -7536.8407 a.u.
- Expectation value of S²: 6.0237
- E_LUMO (spin up / spin down): 4.0529 / 3.8534 eV
- Multiplicity: 5
- Gap between HOMO and LUMO (spin up / spin down): 0.2179 / 0.2402 hartree
- Net charge: -2

Geometry as XYZ:
```
68
Properties=species:S:1:pos:R:3:mulliken_charge:R:1
Os -0.57 -1.39 0.36 2.03
S -1.42 0.44 4.96 -0.48
As 0.59 -0.13 5.10 0.32
S 1.34 -1.32 3.24 -0.32
S -0.24 -2.36 2.42 -0.32
S 2.09 1.35 5.29 -0.57
O -2.13 -0.44 -3.61 -0.53
P -2.62 -0.75 -2.12 0.16
O -3.99 -0.27 -1.92 -0.52
O -1.47 -0.32 -1.20 -0.36
O -2.63 -2.40 -2.06 -0.34
P -1.37 -3.38 -2.04 0.77
O -0.35 -2.71 -3.13 -0.42
O -1.71 -4.74 -2.47 -0.80
O -0.66 -3.19 -0.68 -0.54
H -1.19 -0.69 -3.68 0.34
H -0.45 -3.22 -3.94 0.24
Cl -4.14 1.11 2.84 -0.19
C -4.57 1.54 1.22 0.60
C -5.83 1.23 0.75 -0.58
C -6.19 1.58 -0.54 -0.46
C -5.25 2.17 -1.37 -0.70
C -3.97 2.43 -0.91 1.29
Cl -2.80 2.99 -2.06 -0.16
C -3.61 2.18 0.42 -1.04
N -2.37 2.49 0.96 0.50
C -1.63 3.66 0.77 0.88
C -2.20 4.84 0.30 -0.39
C -1.44 5.98 0.13 -0.63
C -0.08 5.96 0.44 -0.80
C 0.47 4.79 0.94 -0.69
C -0.28 3.64 1.13 0.34
C 0.32 2.44 1.82 -1.24
C 0.25 1.12 1.10 1.42
O 1.10 0.78 0.28 -0.66
O -0.74 0.35 1.42 -0.67
H -6.52 0.72 1.41 0.40
H -7.18 1.35 -0.91 0.34
H -5.49 2.39 -2.41 0.35
H -1.92 1.74 1.48 -0.32
H -3.26 4.86 0.07 0.45
H -1.91 6.89 -0.24 0.37
H 0.53 6.85 0.31 0.36
H 1.52 4.76 1.22 0.39
H -0.16 2.30 2.80 0.14
H 1.37 2.64 2.01 0.53
C 4.89 -2.79 0.77 -0.95
N 4.79 -1.67 -0.17 0.13
C 4.91 -2.20 -1.53 -0.89
N 3.96 -3.26 -1.85 0.11
C 4.10 -4.33 -0.86 -0.89
N 3.94 -3.88 0.52 0.09
C 2.57 -3.43 0.79 -1.14
P 2.03 -2.00 -0.27 1.16
C 3.52 -0.94 0.01 -1.30
C 2.58 -2.75 -1.88 -1.35
H 4.75 -2.42 1.78 0.45
H 5.90 -3.21 0.68 0.28
H 5.92 -2.61 -1.64 0.30
H 4.78 -1.38 -2.24 0.40
H 5.09 -4.77 -0.97 0.30
H 3.34 -5.09 -1.07 0.41
H 2.50 -3.13 1.84 0.61
H 1.86 -4.25 0.64 0.21
H 3.47 -0.52 1.02 0.40
H 3.48 -0.09 -0.68 0.42
H 2.49 -2.00 -2.67 0.40
H 1.89 -3.56 -2.13 0.33
```

3.
Computed, not measured: a structure of composition C20H24B2KO28 at a distorted geometry, with ωB97M-V/def2-TZVPD.

- Highest occupied orbital energy: -7.12 eV
- E: -3533.3326 a.u.
- E_LUMO: -1.1574 eV
- Multiplicity: 1
- Gap between HOMO and LUMO: 0.2192 hartree
- Net charge: -1

Geometry as XYZ:
```
75
Properties=species:S:1:pos:R:3:mulliken_charge:R:1
K 0.40 0.78 0.95 1.00
O 5.88 -3.65 -9.30 -0.61
C 5.78 -2.54 -8.79 0.61
O 6.44 -2.09 -7.78 -0.44
B 5.89 -0.79 -7.33 0.89
O 4.83 -0.42 -8.34 -0.47
C 4.58 -1.49 -9.12 0.57
O 3.72 -1.66 -9.98 -0.60
O 6.93 0.27 -7.20 -0.41
C 6.67 0.99 -6.09 0.58
O 7.22 2.03 -5.74 -0.61
C 5.49 0.23 -5.33 0.62
O 5.22 -0.87 -6.01 -0.45
O 4.91 0.50 -4.23 -0.69
O 1.64 -12.22 4.75 -0.61
C 1.23 -11.37 3.99 0.61
O 1.63 -10.14 3.86 -0.48
B 0.76 -9.33 3.01 0.96
O -0.09 -10.38 2.38 -0.47
C 0.02 -11.54 3.00 0.58
O -0.64 -12.57 2.93 -0.61
O -0.09 -8.41 3.82 -0.47
C 0.11 -7.22 3.36 0.60
O -0.31 -6.16 3.87 -0.68
C 1.08 -7.24 2.18 0.67
O 1.45 -8.43 1.99 -0.43
O 1.47 -6.25 1.55 -0.68
C -0.79 7.74 -1.11 -0.67
O -1.98 7.78 -1.86 -0.27
C -2.75 6.64 -1.98 0.75
O -2.51 5.50 -1.55 -0.59
O -3.66 6.93 -2.95 -0.29
C -4.58 5.98 -3.44 -0.62
H -0.86 7.42 -0.07 0.29
H -0.29 8.70 -1.26 0.27
H -0.02 7.10 -1.55 0.31
H -4.87 6.26 -4.45 0.21
H -5.47 6.02 -2.80 0.27
H -4.15 4.98 -3.31 0.33
C -5.01 -5.60 -0.51 -0.62
O -4.83 -5.15 -1.85 -0.27
C -4.13 -4.03 -2.19 0.76
O -3.59 -3.15 -1.40 -0.61
O -3.93 -3.97 -3.57 -0.28
C -3.28 -2.83 -4.15 -0.66
H -4.59 -4.97 0.27 0.32
H -4.59 -6.60 -0.46 0.26
H -6.06 -5.63 -0.23 0.25
H -3.59 -2.71 -5.19 0.27
H -2.19 -2.87 -4.16 0.29
H -3.48 -1.87 -3.68 0.29
C -4.52 5.22 5.26 -0.63
O -5.48 4.17 5.27 -0.29
C -5.05 2.97 4.97 0.83
O -3.99 2.65 4.43 -0.60
O -5.98 2.12 5.26 -0.31
C -5.87 0.75 4.87 -0.67
H -4.26 5.43 4.22 0.28
H -3.60 4.96 5.78 0.29
H -4.94 6.16 5.61 0.24
H -6.86 0.30 4.90 0.24
H -5.18 0.22 5.53 0.30
H -5.40 0.52 3.91 0.31
C 3.52 5.69 5.66 -0.67
O 4.83 5.35 5.22 -0.30
C 4.96 4.94 3.90 0.82
O 4.02 4.71 3.14 -0.61
O 6.20 5.00 3.61 -0.28
C 6.64 4.93 2.28 -0.67
H 3.66 6.47 6.41 0.26
H 3.04 4.89 6.22 0.27
H 2.87 6.12 4.90 0.32
H 6.00 5.42 1.54 0.32
H 6.74 3.94 1.84 0.30
H 7.63 5.37 2.34 0.25
```

4.
Computed, not measured: a cluster of 2 separate species, C20H24BBr2F13INO3S2 in total at a distorted geometry, with ωB97M-V/def2-TZVPD.

- Highest occupied orbital energy: -9.76 eV
- E: -8621.5967 a.u.
- E_LUMO: -3.4729 eV
- Multiplicity: 1
- Gap between HOMO and LUMO: 0.2312 hartree
- Net charge: 0

Geometry as XYZ:
```
67
Properties=species:S:1:pos:R:3:mulliken_charge:R:1
C -1.74 -2.51 3.88 -0.43
C -2.80 -1.32 4.28 0.56
O -4.11 -1.59 4.20 -0.54
O -2.22 -0.01 4.67 -0.39
C -2.58 0.88 3.54 -0.59
C -1.48 2.13 3.32 -0.33
C -1.26 2.37 1.72 0.38
C -2.71 2.45 0.88 -0.86
C -2.75 2.69 -0.74 0.14
C -4.16 2.72 -1.61 -0.55
C -4.47 4.17 -2.30 0.28
O -5.37 4.38 -3.27 -0.48
I -3.36 5.99 -1.61 0.07
C -1.24 2.89 -1.43 -0.01
S -1.25 3.18 -3.30 -0.12
C 0.15 2.81 -0.50 0.63
C 1.53 3.06 -1.36 -1.18
C 1.92 1.77 -2.36 -0.39
C 2.70 0.56 -1.55 0.67
C 1.89 -0.83 -1.81 -1.24
C 2.07 -1.46 -3.34 0.96
F 1.02 -0.97 -4.30 -0.30
F 3.35 -0.82 -3.85 -0.36
C 2.35 -3.07 -3.39 0.62
F 3.16 -3.37 -4.62 -0.27
F 3.22 -3.52 -2.24 -0.22
S 0.86 -4.18 -3.41 1.16
F 0.38 -3.75 -4.99 -0.29
F 1.87 -5.47 -4.03 -0.33
F 1.28 -4.77 -1.82 -0.30
F -0.18 -3.07 -2.64 -0.30
F -0.43 -5.31 -3.39 -0.28
N 0.11 2.53 1.02 0.56
C 1.40 2.41 1.84 -0.82
Br 1.58 3.90 3.22 -0.02
C 1.58 0.89 2.54 -0.03
C 3.21 0.54 2.50 -1.07
Br 0.69 -0.57 1.51 0.06
H -0.68 -2.17 4.30 0.19
H -1.69 -2.53 2.70 0.03
H -2.12 -3.52 4.34 0.37
H -3.63 1.37 3.84 0.22
H -2.71 0.21 2.59 0.48
H -0.53 2.02 3.97 0.17
H -2.06 3.09 3.73 0.41
H -3.76 2.29 1.42 0.21
H -5.02 2.53 -0.81 0.33
H -4.24 1.80 -2.37 0.33
H -1.57 1.98 -3.99 0.21
H 1.27 3.94 -2.13 0.43
H 2.44 3.45 -0.75 0.37
H 1.00 1.38 -2.97 0.16
H 2.71 2.22 -3.13 0.31
H 3.85 0.52 -1.73 0.54
H 2.57 0.81 -0.39 -0.80
H 0.73 -0.57 -1.73 0.24
H 2.10 -1.61 -0.96 0.51
H 2.38 2.52 1.20 0.35
H 1.30 0.87 3.67 0.49
H 3.78 0.96 3.43 0.31
H 3.71 0.79 1.47 0.32
H 3.25 -0.65 2.60 0.37
B 0.54 -5.48 1.28 0.66
F -0.07 -4.20 0.99 -0.38
F 1.98 -5.32 1.36 -0.42
F 0.04 -5.98 2.56 -0.41
F 0.21 -6.44 0.24 -0.41
```

5.
Computed, not measured: a structure of composition C20H24Cl2O2Re at a distorted geometry, with ωB97M-V/def2-TZVPD.

- Highest occupied orbital energy (spin up / spin down): 1.25 / -1.47 eV
- E: -1925.6382 a.u.
- Expectation value of S²: 3.7772
- E_LUMO (spin up / spin down): 4.9396 / 4.8862 eV
- Multiplicity: 4
- Gap between HOMO and LUMO (spin up / spin down): 0.1354 / 0.2336 hartree
- Net charge: -2

Geometry as XYZ:
```
49
Properties=species:S:1:pos:R:3:mulliken_charge:R:1
C -0.10 -1.64 -2.14 0.94
C 0.75 -0.49 -2.27 0.84
C -0.07 0.67 -2.33 0.66
C 2.20 -0.53 -2.56 -1.06
C -1.44 0.26 -2.33 0.28
C -1.48 -1.17 -2.17 0.66
C -2.70 -2.02 -2.30 -1.62
C 0.33 -3.06 -2.28 -1.86
C 0.41 2.08 -2.50 -1.55
C -2.62 1.13 -2.54 -1.98
Re -0.49 -0.57 -0.28 0.78
Cl 3.85 1.35 -0.50 -0.81
Cl 1.56 -1.42 0.43 -0.39
O -1.84 0.79 0.04 -0.80
H 2.63 -1.50 -2.33 0.33
H 2.72 0.21 -1.93 -0.20
H 2.39 -0.25 -3.61 0.25
H 1.37 2.23 -2.00 0.30
H -0.32 2.80 -2.11 0.33
H 0.54 2.28 -3.58 0.32
H -2.50 2.11 -2.07 0.34
H -3.53 0.68 -2.14 0.37
H -2.76 1.28 -3.62 0.31
H -3.55 -1.55 -1.80 0.43
H -2.54 -3.00 -1.83 0.37
H -2.96 -2.19 -3.36 0.25
H 1.31 -3.21 -1.81 0.38
H 0.41 -3.31 -3.35 0.27
H -0.38 -3.74 -1.81 0.36
H -1.97 1.07 0.95 0.31
O -1.12 -2.25 0.47 -0.78
H -2.07 -2.43 0.43 0.20
C 2.78 2.28 3.91 -0.45
C 2.72 2.21 2.51 -0.58
C 1.70 1.52 1.87 0.01
C 0.72 0.80 2.58 0.68
C -0.31 0.02 2.02 -0.50
C -1.29 -0.54 2.79 0.16
C -1.22 -0.49 4.21 -0.69
C -0.19 0.21 4.83 -0.90
C 0.78 0.88 4.04 1.18
C 1.82 1.61 4.66 -0.75
H 3.57 2.86 4.39 0.34
H 3.50 2.66 1.87 0.36
H 1.75 1.50 0.78 -0.08
H -2.12 -1.04 2.31 0.22
H -1.99 -1.00 4.79 0.32
H -0.10 0.26 5.92 0.22
H 1.85 1.63 5.75 0.24
```

6.
Computed, not measured: the molecule C20H24ClN3O, with ωB97M-V/def2-TZVPD.

- Highest occupied orbital energy: -8.15 eV
- SMILES string: CCN(CC)C[C@@H](O)Cn1c(-c2ccccc2Cl)nc2ccccc21
- E: -1476.2356 a.u.
- E_LUMO: 0.6438 eV
- Multiplicity: 1
- Gap between HOMO and LUMO: 0.3232 hartree
- Net charge: 0

Geometry as XYZ:
```
49
Properties=species:S:1:pos:R:3:mulliken_charge:R:1
C -4.74 -1.27 0.51 -1.06
C -3.83 -0.61 -0.53 -0.82
N -3.09 0.56 -0.07 0.52
C -3.92 1.67 0.37 -0.62
C -3.26 3.01 0.04 -1.32
C -1.98 0.25 0.81 -1.15
C -0.73 -0.06 -0.04 1.22
O -0.61 0.92 -1.05 -0.51
C 0.53 -0.08 0.83 -1.93
N 1.61 -0.80 0.22 0.49
C 2.81 -0.34 -0.27 0.42
C 3.19 1.07 -0.28 0.19
C 2.35 2.03 -0.85 -0.21
C 2.73 3.36 -0.89 -0.82
C 3.95 3.76 -0.37 -0.42
C 4.79 2.82 0.20 -0.54
C 4.41 1.49 0.24 0.21
Cl 5.46 0.34 0.99 -0.21
N 3.58 -1.29 -0.71 -0.72
C 2.90 -2.46 -0.52 -0.05
C 3.25 -3.77 -0.81 -0.75
C 2.36 -4.76 -0.48 -0.48
C 1.13 -4.47 0.13 -0.74
C 0.76 -3.18 0.42 -0.67
C 1.65 -2.17 0.08 1.07
H -5.22 -2.14 0.07 0.42
H -4.16 -1.61 1.38 0.28
H -5.50 -0.58 0.86 0.28
H -4.44 -0.29 -1.38 0.46
H -3.10 -1.34 -0.89 0.28
H -4.87 1.61 -0.16 0.46
H -4.13 1.61 1.45 0.34
H -3.12 3.10 -1.03 0.30
H -3.90 3.82 0.38 0.43
H -2.29 3.10 0.53 0.28
H -1.76 1.12 1.43 0.42
H -2.18 -0.60 1.48 0.08
H -0.84 -1.05 -0.52 0.15
H -1.51 1.17 -1.28 0.36
H 0.29 -0.55 1.79 0.45
H 0.86 0.95 1.01 0.47
H 1.41 1.72 -1.28 0.54
H 2.07 4.09 -1.34 0.42
H 4.25 4.79 -0.40 0.38
H 5.74 3.11 0.62 0.43
H 4.20 -3.99 -1.27 0.45
H 2.60 -5.79 -0.69 0.38
H 0.47 -5.28 0.38 0.39
H -0.19 -2.96 0.89 0.43
```

7.
Computed, not measured: a cluster of 3 separate species, C20H24F16NO5S in total at a distorted geometry, with ωB97M-V/def2-TZVPD.

- Highest occupied orbital energy: -2.43 eV
- E: -3203.3363 a.u.
- E_LUMO: 1.8645 eV
- Multiplicity: 1
- Gap between HOMO and LUMO: 0.1578 hartree
- Net charge: -1

Geometry as XYZ:
```
67
Properties=species:S:1:pos:R:3:mulliken_charge:R:1
C 2.69 -0.27 -1.59 -0.67
C 1.90 0.37 -2.85 -0.65
C 0.39 0.77 -2.53 0.24
O -0.46 0.58 -3.44 -0.57
O -0.08 1.32 -1.32 0.20
C 0.54 2.60 -1.01 0.02
C -0.45 3.87 -1.29 -1.39
C -2.01 3.45 -1.03 0.72
C -2.59 3.04 -2.49 -0.65
C -3.55 1.74 -2.48 -0.56
C -3.83 1.09 -1.05 -0.37
O -2.77 0.16 -0.62 -0.32
N -2.80 4.61 -0.43 -0.61
C -2.57 5.70 -1.06 0.30
S -2.08 6.99 -2.03 -0.36
H 1.94 -0.85 -0.95 0.19
H 3.12 0.57 -0.95 0.33
H 3.50 -0.94 -2.04 0.16
H 2.53 1.20 -3.30 0.32
H 1.85 -0.46 -3.64 0.28
H 1.56 2.75 -1.52 0.51
H 0.76 2.64 0.13 -0.25
H -0.10 4.67 -0.54 0.36
H -0.25 4.20 -2.36 0.39
H -1.69 2.82 -3.16 0.03
H -3.17 3.88 -3.00 0.47
H -4.58 2.09 -2.88 0.35
H -3.19 0.96 -3.25 0.18
H -4.11 1.84 -0.23 0.07
H -4.76 0.42 -1.18 0.42
H -3.09 -0.76 -0.72 0.21
C -1.64 1.68 2.20 0.09
C -0.49 2.25 3.05 0.90
C -0.10 1.43 4.28 0.10
F -1.11 1.33 5.17 -0.23
F 0.93 2.02 4.94 -0.29
F -0.77 3.53 3.38 -0.30
F 0.61 2.31 2.23 -0.36
O -2.93 2.25 2.42 -0.50
C -3.71 1.73 3.47 0.74
C -4.00 2.77 4.56 0.22
F -2.86 3.24 5.11 -0.21
F -4.73 2.23 5.57 -0.29
F -3.14 0.61 3.96 -0.30
F -4.88 1.34 2.91 -0.30
H -1.41 1.93 1.16 -0.43
H -1.67 0.59 2.21 0.33
H 0.22 0.42 4.00 0.27
H -4.55 3.62 4.15 0.23
C 2.08 -5.14 -0.52 -0.82
C 2.85 -3.90 -1.01 1.07
C 3.72 -4.10 -2.25 0.03
F 4.69 -5.01 -2.06 -0.22
F 4.34 -2.94 -2.59 -0.26
F 3.58 -3.40 0.02 -0.31
F 1.92 -2.94 -1.30 -0.31
O 2.65 -5.88 0.57 -0.41
C 3.61 -6.87 0.25 0.77
C 4.99 -6.56 0.85 0.20
F 5.47 -5.38 0.40 -0.21
F 5.89 -7.51 0.51 -0.26
F 3.65 -7.06 -1.08 -0.27
F 3.15 -8.02 0.78 -0.30
H 1.14 -4.77 -0.11 0.44
H 1.78 -5.80 -1.34 0.34
H 3.11 -4.41 -3.11 0.29
H 4.94 -6.50 1.94 0.23
```

8.
Computed, not measured: a structure of composition C20H24F4N6NiS at a distorted geometry, with ωB97M-V/def2-TZVPD.

- Highest occupied orbital energy (spin up / spin down): -6.88 / -6.84 eV
- E: -3411.0349 a.u.
- Expectation value of S²: 2.0056
- E_LUMO (spin up / spin down): -0.5053 / -0.4893 eV
- Multiplicity: 3
- Gap between HOMO and LUMO (spin up / spin down): 0.2342 / 0.2333 hartree
- Net charge: 0

Geometry as XYZ:
```
56
Properties=species:S:1:pos:R:3:mulliken_charge:R:1
Ni -0.25 -0.12 0.28 0.01
C 0.41 4.25 1.48 -1.48
C 0.13 2.75 1.43 -0.95
N 0.08 2.13 0.10 1.02
C -0.90 2.80 -0.77 -0.97
C -2.32 2.78 -0.22 -1.05
C 1.40 2.16 -0.56 -1.10
C 2.43 1.28 0.16 -1.24
N 1.79 0.03 0.49 0.71
C 2.45 -1.01 0.97 0.28
C 1.72 -2.20 1.21 0.03
F 0.39 -2.17 0.85 -0.19
C 2.25 -3.33 1.77 0.04
F 1.48 -4.41 1.98 -0.31
C 3.60 -3.39 2.11 -0.57
C 4.36 -2.26 1.85 0.15
F 5.68 -2.30 2.16 -0.33
C 3.83 -1.11 1.30 0.17
F 4.67 -0.07 1.07 -0.34
H 0.56 4.54 2.51 0.44
H -0.43 4.83 1.09 0.30
H 1.30 4.52 0.92 0.28
H -0.83 2.55 1.91 0.35
H 0.89 2.22 2.01 0.53
H -0.90 2.28 -1.73 0.45
H -0.59 3.84 -0.95 0.51
H -2.62 1.75 0.00 0.04
H -3.00 3.17 -0.96 0.46
H -2.42 3.37 0.69 0.27
H 1.78 3.19 -0.65 0.37
H 1.26 1.76 -1.57 0.47
H 2.80 1.78 1.06 0.51
H 3.29 1.13 -0.51 0.53
H 4.03 -4.27 2.54 0.51
C -3.63 -2.27 -1.40 -1.80
C -2.35 -1.52 -1.16 0.77
N -2.17 -0.78 -0.11 1.52
N -3.15 -0.65 0.78 -1.63
C -2.81 -0.20 1.97 0.68
N -3.80 0.09 2.85 -0.45
S -1.20 0.02 2.50 -0.66
C -1.22 -1.66 -2.07 0.52
C -1.24 -2.50 -3.18 -0.99
C -0.10 -2.65 -3.94 -0.42
C 1.04 -1.95 -3.58 -1.02
C 0.98 -1.12 -2.47 -0.04
N -0.11 -0.97 -1.74 0.53
H -4.34 -2.00 -0.62 0.38
H -3.45 -3.35 -1.36 0.37
H -4.06 -2.02 -2.37 0.38
H -4.74 -0.18 2.62 0.24
H -3.54 0.21 3.81 0.23
H -2.14 -3.04 -3.44 0.43
H -0.09 -3.31 -4.79 0.42
H 1.96 -2.05 -4.14 0.45
H 1.85 -0.57 -2.16 0.21
```

Question: What is the net charge in the third record?
Answer: -1